# 1
Density functional theory data (ωB97M-V/def2-TZVPD) for the molecule C5H9NOS.

Geometry as XYZ:
```
17
Properties=species:S:1:pos:R:3:lowdin_charge:R:1
C 0.750 2.861 -0.290 -0.414
C 0.061 0.352 -0.854 -0.761
C -0.489 -1.845 0.428 -0.396
C -0.280 -1.336 1.819 -0.104
C -0.839 -3.107 0.142 0.039
H -0.092 3.192 -0.898 0.050
H 1.026 3.620 0.422 0.029
H 1.641 2.840 -0.906 0.046
H -0.426 -1.430 -1.597 0.157
H 0.766 -0.984 1.976 0.070
H -0.956 -0.536 2.090 0.051
H -0.494 -2.182 2.596 0.116
H -1.006 -3.450 -0.870 0.058
H -0.993 -3.798 0.932 0.043
N -0.291 -0.987 -0.670 0.060
O 0.141 0.802 -1.963 0.015
S 0.390 1.355 0.574 0.943
```

Properties
* Kohn-Sham gap: 9.287 eV
* E_LUMO: 0.689 eV
* SMILES: C=C(C)NC(=O)SC
* highest occupied orbital energy: -8.6 eV


# 2
Density functional theory data (ωB97M-V/def2-TZVPD) for a structure of composition C26H28BrCrN6O4S2Si.

Geometry as XYZ:
```
69
Properties=species:S:1:pos:R:3:mulliken_spin:R:1
Cr 0.158 -0.073 -0.346 1.022
C -2.134 -0.189 1.872 -0.002
O -0.833 0.357 1.548 0.000
C -0.009 0.674 2.591 -0.008
C -0.415 0.706 3.908 -0.001
C 0.521 1.064 4.870 0.000
Br -0.026 1.120 6.674 0.000
C 1.825 1.365 4.548 0.000
C 2.232 1.311 3.213 -0.005
C 1.301 0.977 2.256 0.000
O 1.640 0.897 0.889 0.009
C 3.651 1.604 2.903 0.002
N 4.467 2.146 3.757 0.000
C 5.688 2.207 3.093 0.000
C 6.917 2.699 3.538 0.000
C 7.989 2.638 2.673 0.000
C 7.855 2.102 1.377 0.000
C 6.646 1.617 0.920 0.000
C 5.572 1.683 1.808 0.000
N 4.243 1.314 1.700 0.000
H -2.002 -1.080 2.483 0.001
H -2.593 -0.431 0.923 0.000
H -2.722 0.564 2.391 0.000
H -1.427 0.465 4.193 0.000
H 2.550 1.635 5.302 0.000
H 1.645 1.796 0.518 0.002
H 7.014 3.111 4.535 0.000
H 8.955 3.011 2.990 0.000
H 8.720 2.075 0.726 0.000
H 6.544 1.213 -0.080 0.000
H 3.804 0.819 0.943 0.000
S -0.059 2.112 -1.238 -0.016
C -1.571 1.551 -1.901 -0.002
S -1.825 -0.125 -1.553 -0.059
C -2.445 2.327 -2.596 0.018
C -2.159 3.715 -2.845 -0.002
N -1.932 4.825 -3.047 0.003
C -3.673 1.765 -3.092 0.000
N -4.643 1.299 -3.502 0.004
C 0.827 -4.555 0.736 0.001
Si -0.206 -3.310 -0.178 -0.001
C -1.984 -3.577 0.251 0.002
C -0.032 -3.599 -2.006 0.000
O 0.284 -1.791 0.249 0.034
H 0.773 -5.537 0.252 0.000
H 0.477 -4.673 1.767 0.000
H 1.879 -4.252 0.780 0.000
H -2.307 -4.584 -0.035 0.000
H -2.629 -2.861 -0.271 0.000
H -2.150 -3.468 1.328 0.001
H -0.337 -4.620 -2.259 0.000
H 0.994 -3.465 -2.360 0.001
H -0.666 -2.905 -2.568 0.000
N 1.518 -0.571 -1.707 -0.019
C 2.549 -1.012 -1.976 0.013
N 3.712 -1.486 -2.340 -0.002
C 4.554 -0.814 -3.347 -0.001
C 4.763 -1.770 -4.503 0.000
O 5.288 -3.005 -4.044 0.000
C 4.386 -3.664 -3.168 0.001
C 4.164 -2.834 -1.926 0.002
H 5.510 -0.565 -2.884 0.000
H 4.063 0.101 -3.671 0.000
H 5.485 -1.355 -5.203 0.000
H 3.814 -1.932 -5.027 0.000
H 4.829 -4.622 -2.908 0.000
H 3.429 -3.840 -3.674 0.000
H 5.100 -2.717 -1.379 0.000
H 3.421 -3.273 -1.265 -0.002
```

Properties
* 2S+1: 2
* Kohn-Sham gap (spin up / spin down): 7.112 / 7.521 eV
* ⟨S²⟩: 0.765
* E_LUMO (spin up / spin down): -0.799 / -0.393 eV
* highest occupied orbital energy (spin up / spin down): -7.9 / -7.9 eV


ΔE to the lowest compared entry with this formula, charge and spin for every record listed, in sequence, given in kJ/mol: 73.1 92.2.
Maximum force for every record listed, in sequence, given in eV Å⁻¹: 2.3 0.9.
Total energy for every record listed, in sequence, given in Eh: -724.09195 -6341.47297.